1.
# C3H10N2

C3H10N2 as an isolated structure (wB97M-V/def2-TZVPD, the Open Molecules 2025 dataset).

XYZ file:
```
15
Properties=species:S:1:pos:R:3:forces:R:3
N -0.233 1.897 -0.215 0.0 -2.2 1.7
C -0.706 0.584 1.008 -2.5 -2.3 -1.1
C -0.280 -0.850 0.639 0.9 0.7 -0.3
C 0.289 -0.963 -0.771 -0.4 -0.8 -0.2
N 1.643 -0.431 -0.897 -0.5 0.8 -0.3
H -1.172 2.286 -0.153 0.3 0.4 0.3
H 2.133 -0.860 -1.671 -0.1 -0.2 0.0
H 0.096 1.589 0.798 1.1 2.7 -0.6
H -1.767 0.644 0.820 -0.2 0.2 0.0
H -1.177 -1.474 0.616 0.1 -0.1 0.6
H 0.477 -1.158 1.367 -0.3 -0.4 -0.1
H 0.330 -2.021 -1.076 -0.2 0.2 0.3
H -0.497 -0.491 -1.388 0.6 0.0 -0.3
H -0.655 0.708 2.098 0.7 0.8 -0.2
H 1.519 0.540 -1.176 0.3 0.1 0.3
```
Positions in Å, forces in eV/Å.

LUMO	1.0	eV
HOMO	-0.3404	Ha
spin multiplicity	1
HOMO-LUMO gap	10.2	eV

---

2.
# C22H58NO18S6

A 7-piece molecular cluster, C22H58NO18S6 overall (wB97M-V/def2-TZVPD, the Open Molecules 2025 dataset).

XYZ file:
```
105
Properties=species:S:1:pos:R:3:forces:R:3
C 0.875 4.538 0.213 0.5 0.2 -0.3
C -0.225 3.741 -0.718 0.6 0.8 -0.2
C -1.766 3.801 -0.162 -0.4 -1.3 1.2
C -2.247 5.330 0.184 -0.5 -0.7 -0.3
N -2.011 2.962 1.073 0.8 0.6 -1.1
H 0.623 5.695 0.347 0.4 -2.5 -0.4
H 1.015 4.080 1.292 -0.5 0.8 -2.3
H 1.913 4.483 -0.370 -2.0 0.1 1.4
H -0.183 4.252 -1.794 0.0 -1.0 1.9
H 0.198 2.632 -0.839 -1.3 2.2 0.3
H -2.466 3.395 -1.007 1.2 1.0 0.7
H -2.307 5.949 -0.823 0.2 -0.9 2.1
H -3.333 5.233 0.671 2.4 0.2 -1.3
H -1.570 5.849 0.989 -1.1 -1.0 -1.7
H -1.719 1.957 0.910 -0.3 1.4 -0.3
O -1.813 0.685 -2.167 -0.1 0.1 -1.5
S -1.628 0.843 -3.597 0.0 0.1 0.4
O -2.194 1.958 -4.324 0.2 -0.8 0.7
O -2.055 -0.542 -4.341 0.9 0.6 0.2
C -3.370 -1.044 -4.141 -1.1 -0.2 0.1
C -4.403 -0.224 -4.888 -0.1 0.5 -0.1
C 0.107 0.781 -3.956 0.0 -0.2 -0.1
H -3.602 -1.097 -3.072 0.2 0.1 0.0
H -3.385 -2.071 -4.524 0.4 0.2 0.0
H -4.461 0.795 -4.493 0.0 -0.2 0.0
H -5.397 -0.672 -4.800 0.2 -0.1 0.0
H -4.140 -0.144 -5.948 -0.1 -0.2 0.2
H 0.551 -0.074 -3.442 -0.1 0.1 -0.2
H 0.556 1.710 -3.595 -0.2 -0.1 0.0
H 0.243 0.703 -5.036 -0.1 0.0 0.2
O 2.779 -0.966 -2.592 0.6 0.4 0.7
S 2.898 -0.342 -1.289 -0.5 0.3 0.6
O 3.607 0.904 -1.098 -0.2 -1.1 -0.6
O 3.469 -1.440 -0.228 -0.8 0.4 -0.4
C 4.711 -2.073 -0.506 1.0 -0.3 -0.1
C 5.880 -1.131 -0.291 0.2 0.4 -0.1
C 1.277 -0.161 -0.594 0.1 -0.2 0.1
H 4.714 -2.484 -1.521 -0.1 0.1 0.0
H 4.804 -2.919 0.184 -0.3 0.2 0.0
H 5.856 -0.301 -1.004 0.0 -0.1 0.1
H 6.833 -1.653 -0.421 -0.1 -0.1 0.1
H 5.846 -0.695 0.713 0.0 -0.1 -0.1
H 0.734 -1.102 -0.699 0.1 0.1 0.0
H 0.765 0.631 -1.146 0.1 -0.1 0.1
H 1.371 0.123 0.455 0.0 0.0 -0.2
O -4.821 -1.251 -7.956 -0.7 0.4 -1.2
S -5.213 -0.428 -9.085 0.2 0.0 0.0
O -6.598 -0.264 -9.469 0.9 -0.4 0.5
O -4.354 -0.884 -10.393 -0.2 0.9 0.8
C -4.426 -2.240 -10.816 -0.2 -1.0 -0.3
C -5.757 -2.551 -11.474 -0.4 0.0 0.1
C -4.505 1.185 -8.886 0.2 0.0 -0.1
H -4.231 -2.914 -9.975 0.0 0.2 0.0
H -3.623 -2.393 -11.545 0.0 0.4 0.3
H -6.581 -2.467 -10.760 0.1 0.0 -0.1
H -5.766 -3.569 -11.874 0.1 0.1 0.0
H -5.960 -1.846 -12.286 0.1 -0.1 0.1
H -3.449 1.085 -8.626 -0.2 0.0 0.0
H -5.044 1.688 -8.079 0.0 -0.2 -0.1
H -4.629 1.743 -9.815 0.0 -0.1 0.1
O 4.142 -5.429 1.980 -1.2 0.2 0.2
S 2.710 -5.364 1.762 -0.3 -0.3 -0.1
O 1.867 -4.432 2.479 1.0 -0.6 -0.3
O 2.085 -6.862 1.912 0.3 1.1 -0.9
C 2.294 -7.567 3.129 0.1 -0.4 1.1
C 1.444 -7.007 4.254 -0.1 0.3 0.2
C 2.407 -5.153 0.028 -0.1 -0.2 -0.1
H 3.356 -7.567 3.395 -0.1 0.1 -0.1
H 2.006 -8.610 2.951 0.1 0.3 -0.3
H 1.742 -5.984 4.503 0.0 -0.2 0.0
H 1.546 -7.612 5.159 0.0 0.0 -0.2
H 0.389 -6.974 3.962 0.1 -0.1 0.0
H 3.011 -5.870 -0.532 -0.1 0.1 0.2
H 2.694 -4.132 -0.238 0.0 -0.1 0.2
H 1.343 -5.300 -0.166 0.2 0.0 0.1
O -2.122 7.958 6.758 -0.6 0.6 -0.9
S -2.513 8.781 5.630 0.4 -0.6 -0.8
O -3.898 8.946 5.246 0.9 -0.2 0.7
O -1.655 8.326 4.322 -0.3 1.5 1.4
C -1.727 6.970 3.899 -0.4 -1.5 -0.6
C -3.057 6.659 3.241 -0.4 -0.1 0.2
C -1.805 10.394 5.829 0.2 0.1 -0.1
H -1.531 6.295 4.739 0.0 0.2 0.0
H -0.924 6.816 3.169 0.0 0.3 0.3
H -3.881 6.743 3.955 0.1 0.0 0.0
H -3.067 5.640 2.840 0.2 0.1 0.0
H -3.261 7.364 2.428 0.1 -0.2 0.0
H -0.750 10.294 6.088 -0.2 -0.1 -0.1
H -2.344 10.897 6.636 0.0 -0.2 -0.1
H -1.929 10.953 4.899 0.0 -0.2 0.1
O 3.514 -5.726 6.679 1.0 0.6 0.3
S 4.382 -4.573 6.818 -0.1 0.4 0.0
O 5.800 -4.643 6.538 -1.1 -0.4 0.3
O 4.170 -3.928 8.299 -0.2 0.1 -1.2
C 4.381 -4.753 9.438 0.3 -0.6 0.8
C 5.856 -5.018 9.671 0.4 -0.2 -0.2
C 3.704 -3.233 5.875 -0.1 0.1 0.1
H 3.819 -5.688 9.343 0.0 0.1 -0.1
H 3.974 -4.219 10.303 -0.1 0.1 -0.4
H 6.287 -5.604 8.853 -0.1 0.1 0.1
H 6.011 -5.578 10.598 -0.1 0.1 0.0
H 6.414 -4.078 9.723 -0.1 -0.1 0.1
H 2.639 -3.142 6.096 0.2 -0.1 0.0
H 3.850 -3.464 4.817 0.0 -0.1 0.2
H 4.237 -2.316 6.129 0.0 -0.2 0.0
```
Positions in Å, forces in eV/Å.

net charge	-1
LUMO	1.8	eV
HOMO	-0.0563	Ha
spin multiplicity	1
HOMO-LUMO gap	3.3	eV

---

3.
# C29H53BIrO2P2

C29H53BIrO2P2 as an isolated structure (wB97M-V/def2-TZVPD, the Open Molecules 2025 dataset).

XYZ file:
```
88
Properties=species:S:1:pos:R:3:forces:R:3
Ir 0.108 -0.858 0.333 -0.3 1.2 0.7
C -0.852 -2.494 1.741 0.7 0.9 1.1
C 0.488 -2.776 1.234 0.4 0.0 1.0
C 0.659 -1.308 3.050 1.4 -0.7 -0.7
C -0.717 -1.624 2.879 -1.1 -1.6 -0.9
C 1.410 -1.958 2.008 -1.1 -0.4 0.6
C -2.096 -3.220 1.364 -0.3 -0.3 0.2
H -1.956 -3.817 0.462 -0.1 0.0 0.2
H -2.935 -2.533 1.204 0.1 -0.2 0.0
H -2.370 -3.911 2.172 -0.1 0.1 -0.2
C -1.854 -1.186 3.716 -0.2 0.4 0.3
H -2.792 -1.621 3.363 0.2 -0.1 0.2
H -1.986 -0.096 3.669 0.1 -0.4 0.0
H -1.696 -1.460 4.773 -0.1 0.1 -0.3
C 1.270 -0.533 4.151 0.1 0.3 0.4
H 1.604 -1.215 4.952 -0.1 0.2 -0.2
H 0.560 0.175 4.601 0.2 -0.3 -0.1
H 2.146 0.040 3.813 -0.3 -0.2 0.1
C 2.889 -2.045 1.913 0.3 -0.1 0.2
H 3.275 -2.695 2.713 0.0 0.2 -0.2
H 3.367 -1.066 2.018 0.0 -0.1 0.0
H 3.198 -2.481 0.961 0.0 0.0 0.2
C 0.872 -3.965 0.417 0.1 -0.2 0.1
H 1.012 -4.824 1.089 0.0 0.1 -0.2
H 1.812 -3.797 -0.115 -0.1 -0.1 0.1
H 0.099 -4.230 -0.308 0.1 -0.1 0.0
C -1.465 0.448 -3.879 -1.4 -0.7 -1.1
C -1.688 -0.874 -4.048 -1.2 1.3 -1.3
C -1.050 -1.750 -5.094 0.3 -0.4 -0.1
C 0.461 -1.496 -5.347 -0.9 -0.4 -0.3
C 1.240 -1.109 -4.132 1.0 1.2 -0.3
C 1.543 0.191 -3.876 1.2 -0.9 -1.9
C 0.895 1.385 -4.558 -0.1 0.0 -0.1
C -0.649 1.284 -4.815 0.7 0.6 -0.3
H -1.585 -1.675 -6.059 0.0 0.1 0.4
H 0.578 -0.744 -6.139 0.1 -0.2 0.3
H -1.178 -2.798 -4.782 0.0 0.2 -0.1
H -0.820 0.955 -5.854 0.0 0.0 0.4
H -2.112 1.032 -3.199 0.4 -0.5 -0.5
H -2.599 -1.320 -3.620 0.7 0.3 0.2
H -1.044 2.316 -4.746 0.2 -0.5 -0.2
H 1.073 2.285 -3.945 0.1 -0.4 -0.1
H 2.469 0.481 -3.353 -0.8 -0.3 0.3
H 1.401 1.574 -5.523 -0.2 0.0 0.3
H 0.884 -2.437 -5.736 -0.1 0.4 0.0
H 1.701 -1.940 -3.587 0.1 0.5 -0.1
P -1.460 -0.358 -1.234 0.3 -0.7 1.4
C -2.924 0.514 -0.791 -1.1 0.6 0.1
C -1.523 -2.144 -1.578 0.4 -0.8 0.0
P 1.731 0.161 -0.830 0.2 -0.7 1.8
C 0.086 0.594 -1.629 0.8 -0.3 -0.7
C 2.793 -1.191 -1.355 0.5 -0.3 -1.2
C 2.778 1.532 -0.416 0.6 1.0 -0.4
H -2.764 1.102 0.118 0.0 -0.2 -0.1
H -3.739 -0.199 -0.615 0.2 0.1 0.0
H -3.216 1.177 -1.610 -0.2 0.0 0.1
H -0.926 -2.435 -2.458 -0.4 0.2 0.2
H -2.578 -2.429 -1.679 0.2 0.0 -0.1
H -1.081 -2.668 -0.714 -0.6 0.1 -0.8
H 2.811 2.244 -1.256 0.2 0.0 0.3
H 3.796 1.151 -0.232 -0.4 0.1 -0.1
H 2.424 2.030 0.490 0.0 -0.1 -0.3
H -0.100 1.673 -1.640 -0.1 -0.1 0.5
H 0.272 0.251 -2.649 -0.3 0.2 0.5
H 3.622 -1.255 -0.630 -0.4 0.2 -0.3
H 3.206 -1.051 -2.357 0.3 -0.2 0.1
H 2.236 -2.136 -1.323 0.2 0.4 -0.1
C 0.647 4.004 1.544 0.1 0.2 -0.1
C 0.378 2.866 2.521 0.0 0.0 -0.1
C 1.152 3.149 3.796 0.0 0.1 0.5
O 0.900 1.652 1.936 -0.8 -0.3 -0.1
B -0.151 0.844 1.463 -0.6 1.6 1.3
O -1.390 1.397 1.874 1.1 -0.2 -0.3
C -1.160 2.553 2.709 -0.1 0.2 0.1
C -1.534 2.214 4.141 0.0 -0.1 0.6
C -2.109 3.647 2.253 -0.1 0.4 -0.2
H 0.297 4.955 1.966 0.1 -0.2 -0.2
H 0.159 3.842 0.577 0.0 0.0 0.1
H 1.727 4.098 1.364 -0.3 -0.1 0.1
H 2.210 3.340 3.565 -0.3 -0.1 0.0
H 0.760 4.050 4.292 0.1 -0.2 -0.1
H 1.114 2.320 4.514 0.0 0.3 -0.3
H -1.472 3.107 4.776 0.0 -0.2 -0.1
H -2.573 1.858 4.188 0.3 0.1 -0.1
H -0.888 1.446 4.581 -0.2 0.2 -0.1
H -1.967 3.911 1.197 -0.1 -0.1 0.3
H -3.150 3.324 2.391 0.3 0.0 0.0
H -1.960 4.548 2.860 -0.1 -0.1 -0.1
```
Positions in Å, forces in eV/Å.

net charge	+1
LUMO (alpha / beta)	-2.0 / -4.1	eV
HOMO (alpha / beta)	-0.2687 / -0.3795	Ha
spin multiplicity	5
expectation value of S²	6.03
HOMO-LUMO gap (alpha / beta)	5.3 / 6.2	eV

---

4.
# C24H38O16

A 6-piece molecular cluster, C24H38O16 overall (wB97M-V/def2-TZVPD, the Open Molecules 2025 dataset).

XYZ file:
```
78
Properties=species:S:1:pos:R:3:forces:R:3
C 3.993 1.744 -3.001 0.4 0.2 -1.1
C 3.447 0.386 -3.069 -2.4 -1.2 0.8
C 1.906 0.645 -3.408 1.8 -2.5 -1.8
O 1.611 1.891 -2.937 0.1 1.5 0.4
C 2.829 2.540 -2.549 -0.2 0.9 0.8
H 4.180 2.023 -4.038 0.7 0.3 0.0
H 4.843 1.924 -2.343 0.1 -0.2 -0.3
H 3.251 0.045 -2.052 1.1 -0.7 0.1
H 3.974 -0.320 -3.711 -0.2 -0.1 0.3
H 1.319 -0.192 -3.032 -0.3 0.3 0.9
H 1.710 0.524 -4.474 0.1 0.6 -0.6
H 2.831 2.596 -1.460 -0.1 0.4 0.1
H 2.995 3.516 -3.005 -1.0 0.4 0.3
C -0.956 0.456 0.742 -0.2 0.6 -1.1
C 0.423 -0.157 0.986 -1.4 1.2 -2.5
C 1.529 0.435 0.038 -0.7 -1.4 0.0
O 2.462 0.933 0.945 2.0 0.7 1.7
C 2.099 0.684 2.224 1.3 2.3 3.4
O 2.771 0.942 3.266 -2.5 -1.4 -4.6
O 0.797 0.346 2.196 1.7 -0.5 3.3
H -1.357 0.124 -0.216 -0.3 -0.4 0.3
H -0.903 1.535 0.602 0.8 0.3 -0.1
H -1.688 0.456 1.549 0.2 -1.1 0.1
H 0.444 -1.244 0.912 -0.1 -0.1 0.4
H 1.193 1.226 -0.633 0.0 -0.2 0.0
H 2.098 -0.361 -0.442 -0.7 0.0 -0.7
C 5.645 -1.508 2.162 -0.5 -0.7 -0.2
C 5.245 -2.856 1.513 0.0 1.9 -0.1
C 3.878 -2.810 0.816 -0.6 1.1 1.3
O 4.109 -3.235 -0.484 0.1 -1.4 -1.5
C 5.430 -3.411 -0.710 0.2 -1.4 -3.5
O 5.899 -3.872 -1.782 -1.5 2.0 4.3
O 6.076 -2.988 0.367 2.1 -0.9 -0.3
H 5.233 -0.702 1.556 -0.1 0.1 0.2
H 6.724 -1.352 2.181 0.0 -0.4 0.1
H 5.242 -1.483 3.174 0.0 0.3 0.0
H 5.371 -3.669 2.228 0.1 -0.3 -0.4
H 3.533 -1.781 0.717 0.0 0.2 0.4
H 3.095 -3.366 1.331 0.1 -0.3 -0.3
C -3.627 -3.806 0.503 0.5 -1.8 -0.4
C -2.994 -3.734 -0.917 -1.5 1.1 1.4
C -3.231 -2.334 -1.476 -0.5 0.3 0.5
O -1.937 -1.774 -1.680 1.3 -1.3 -0.4
C -1.007 -2.747 -1.365 1.5 0.6 -0.6
O 0.196 -2.654 -1.572 -2.5 0.1 0.6
O -1.608 -3.807 -0.796 1.9 0.1 -0.4
H -3.356 -3.001 1.186 -0.1 0.5 -0.5
H -3.225 -4.682 1.013 0.1 -0.3 -0.1
H -4.702 -3.988 0.497 -0.1 0.4 -0.2
H -3.304 -4.475 -1.655 -0.2 -0.3 0.5
H -3.691 -1.715 -0.706 -0.4 0.1 -0.3
H -3.827 -2.405 -2.386 0.2 0.5 -0.2
C -4.735 1.408 4.472 0.9 -2.9 -1.0
C -3.514 0.611 5.230 -2.5 1.7 -1.3
C -2.356 -0.049 4.529 -0.3 1.0 -0.4
O -1.629 1.111 4.111 0.8 1.4 0.7
C -1.852 2.172 5.039 1.6 -0.3 -1.2
O -1.195 3.212 5.072 -2.3 -3.1 0.0
O -2.868 1.766 5.822 0.9 0.4 1.2
H -5.265 0.675 3.864 -0.4 -0.5 0.2
H -4.416 2.037 3.641 0.5 0.6 0.7
H -5.490 1.850 5.122 0.6 0.2 0.3
H -3.905 -0.149 5.906 -0.2 0.8 0.7
H -2.534 -0.741 3.705 -0.4 0.5 -0.3
H -1.837 -0.656 5.270 0.5 0.3 0.2
C -1.430 2.211 -2.607 0.7 1.4 1.1
C -2.219 3.375 -3.278 1.5 -1.8 1.1
C -3.381 2.743 -3.993 -0.7 0.1 -1.9
O -4.508 3.147 -3.274 -0.5 1.3 2.2
C -4.095 3.815 -2.121 -1.1 0.5 1.7
O -4.783 4.074 -1.147 1.3 -0.6 -2.7
O -2.773 4.159 -2.209 -1.6 -0.8 -0.5
H -2.010 1.745 -1.811 -0.7 -0.2 -0.4
H -0.673 2.700 -1.993 0.5 -0.1 -0.3
H -0.960 1.435 -3.211 -0.2 0.4 -0.3
H -1.608 4.098 -3.818 0.0 -0.5 -0.4
H -3.472 1.661 -4.092 0.9 -0.2 0.6
H -3.459 3.052 -5.035 -0.2 0.6 -0.1
```
Positions in Å, forces in eV/Å.

net charge	-1
LUMO (alpha / beta)	2.3 / 2.2	eV
HOMO (alpha / beta)	0.0101 / -0.2964	Ha
spin multiplicity	2
expectation value of S²	0.75
HOMO-LUMO gap (alpha / beta)	2.0 / 10.3	eV

---

5.
# C5H12NO

An isolated ion of composition C5H12NO and charge -1 (wB97M-V/def2-TZVPD, the Open Molecules 2025 dataset).

XYZ file:
```
19
Properties=species:S:1:pos:R:3:forces:R:3
C 0.366 1.885 2.064 0.6 -0.6 -0.3
C 0.996 1.450 0.724 0.2 0.6 0.3
C 0.793 -0.018 0.362 -0.5 0.1 0.0
C -0.533 -0.314 -0.401 0.2 0.2 0.1
N -0.339 -0.930 -1.698 0.9 0.6 0.1
C -0.933 -2.285 -1.792 -0.8 -0.4 -0.4
O -2.252 -2.364 -1.652 0.0 0.1 -0.2
H -0.631 1.446 2.147 0.0 0.3 0.1
H 0.352 2.969 2.131 -0.3 0.1 0.1
H 0.989 1.517 2.892 -0.3 0.0 -0.1
H 2.064 1.708 0.738 -0.1 -0.1 0.1
H 0.582 2.104 -0.044 -0.1 -0.1 -0.3
H 1.621 -0.341 -0.264 0.0 -0.3 0.0
H 0.764 -0.608 1.284 0.4 0.0 0.0
H -1.084 0.631 -0.472 -0.1 0.0 -0.1
H -1.172 -0.975 0.180 -0.1 -0.1 0.2
H -0.671 -0.318 -2.430 -0.3 -0.2 -0.1
H -0.516 -2.703 -2.748 -0.1 0.2 -0.1
H -0.396 -2.853 -1.019 0.5 -0.2 0.6
```
Positions in Å, forces in eV/Å.

net charge	-1
LUMO	3.7	eV
HOMO	-0.0821	Ha
spin multiplicity	1
HOMO-LUMO gap	5.9	eV